Molecular formula: C3H7CaO2
Method: DFT, the ωB97M-V functional and the def2-TZVPD basis

The value obtained for the LUMO energy (alpha / beta) is -0.180 / -0.145 eV. The value obtained for the HOMO energy (alpha / beta) is -0.2905 / -0.2926 Eh. The multiplicity is 2. The orbital gap (alpha / beta) is 7.7 / 7.8 eV. Its expectation value of S² is 0.755.

The geometry in XYZ format:
```
13
Properties=species:S:1:pos:R:3:mulliken_charge:R:1
C -1.2204 0.7881 -1.2357 -1.626
C 0.1155 0.8661 -0.5353 0.077
O 0.0951 -0.1562 0.5160 -0.419
C 1.3040 -0.5342 1.1281 -0.681
Ca -1.8424 -0.9581 -0.0222 1.553
H -1.8099 1.7054 -1.0976 0.247
H -1.1073 0.6051 -2.3134 0.287
H 0.2863 1.8059 0.0145 0.282
H 0.9864 0.6719 -1.1822 0.338
H 1.0985 -1.6758 1.4002 0.194
H 2.1810 -0.3583 0.4886 0.292
O -1.4994 -2.7918 0.7747 -0.816
H 1.4127 0.0319 2.0643 0.271
```

=====

Molecular formula: C3H7Cl2N3
Method: DFT, the ωB97M-V functional and the def2-TZVPD basis

The value obtained for the LUMO energy is 0.398 eV. The value obtained for the HOMO energy is -0.3298 Eh. The orbital gap is 9.4 eV.

The geometry in XYZ format:
```
15
Properties=species:S:1:pos:R:3:mulliken_charge:R:1
C 2.0754 0.2425 -0.2885 0.058
C 1.0315 -0.5260 0.6208 -0.638
C -2.3322 0.0922 -0.6561 0.083
H 1.4315 0.3069 -1.1887 0.243
H 1.2183 -1.4690 0.0924 0.415
H 1.1888 -0.3086 1.7786 0.278
H -0.7277 0.7846 1.5496 0.355
H -2.0091 -1.6246 0.5031 0.283
H -3.1926 -0.5769 -0.8449 0.289
H -0.8638 1.5190 -0.5606 0.409
N -0.2775 0.0127 0.5782 -0.336
N -1.3549 -0.7854 -0.0679 -0.407
N -2.0477 1.3422 -0.8682 -0.692
Cl 2.5111 1.9141 -0.0397 -0.156
Cl 3.3489 -0.9237 -0.6080 -0.184
```

=====

Molecular formula: C3H7Cl2PS2
Method: DFT, the ωB97M-V functional and the def2-TZVPD basis

The value obtained for the LUMO energy (alpha / beta) is -0.783 / -0.783 eV. The value obtained for the HOMO energy (alpha / beta) is -0.3083 / -0.3083 Eh. The orbital gap (alpha / beta) is 7.6 / 7.6 eV.

The geometry in XYZ format:
```
15
Properties=species:S:1:pos:R:3:mulliken_charge:R:1
C 0.6295 -2.0910 -1.4892 -0.762
C 1.3861 2.0229 1.1046 -0.888
C -0.6801 0.3551 0.5130 -0.577
P -2.0390 -0.4300 -0.4212 0.420
S 0.2752 -1.9930 0.2640 -0.139
S 0.3556 1.4534 -0.2784 0.132
Cl -2.9979 1.2764 -1.0249 -0.276
Cl -3.1558 -0.9396 1.1372 -0.214
H 1.2145 -2.9984 -1.6162 0.313
H 1.2151 -1.2256 -1.7924 0.227
H -0.2963 -2.1563 -2.0554 0.308
H 0.7661 2.5723 1.8071 0.309
H 2.1408 2.6785 0.6818 0.353
H 1.8518 1.1641 1.5802 0.283
H -0.6653 0.3112 1.5897 0.513
```

=====

Molecular formula: C3H7Cl6OSn
Method: DFT, the ωB97M-V functional and the def2-TZVPD basis

The value obtained for the LUMO energy is -8.423 eV. The value obtained for the HOMO energy is -0.4886 Eh. As for the net charge: +1. The orbital gap is 4.9 eV.

The geometry in XYZ format:
```
18
Properties=species:S:1:pos:R:3:mulliken_charge:R:1
Sn 2.4878 1.6805 2.4899 1.360
O 0.6357 0.3602 1.0002 -0.562
H -0.3039 0.6093 0.9886 0.240
C -0.8431 -1.9863 2.3909 -0.105
Cl -0.4690 -3.2327 3.6563 -0.175
Cl -2.4414 -2.2260 1.6686 -0.123
H -0.8458 -1.0513 2.9432 0.173
H -0.0525 -2.0147 1.6478 0.221
C -1.2193 1.9784 -1.2026 -0.135
Cl -1.8177 3.3513 -2.1861 -0.158
Cl -2.0759 0.4638 -1.5663 -0.097
H -0.1657 1.8993 -1.4537 0.108
H -1.4356 2.3110 -0.1909 0.272
C 1.6861 -0.3556 -1.9021 -0.010
Cl 1.2674 0.2851 -3.5282 -0.144
Cl 2.6725 -1.8120 -2.0219 -0.159
H 2.1465 0.4341 -1.3157 0.177
H 0.7740 -0.6944 -1.4178 0.117
```

=====

Molecular formula: C3H7ClFN2O2
Method: DFT, the ωB97M-V functional and the def2-TZVPD basis

The value obtained for the LUMO energy is 3.225 eV. The value obtained for the HOMO energy is -0.1493 Eh. As for the net charge: -1. The orbital gap is 7.3 eV.

The geometry in XYZ format:
```
16
Properties=species:S:1:pos:R:3:mulliken_charge:R:1
C -0.1208 -0.4480 -0.6504 -0.116
H -1.0158 -1.1081 -2.4248 0.284
Cl -0.3815 -1.3177 2.5784 -0.870
C -1.2553 -1.1754 -1.3501 0.389
H -0.1379 0.3426 0.2781 0.274
N 1.2106 -1.0570 -0.9947 1.077
O 1.4706 -1.1884 -2.1791 -0.591
O 2.0301 -1.1926 -0.1129 -0.554
C -2.6017 -0.4913 -1.1028 -1.440
H -2.8464 -0.5253 -0.0308 0.323
H -2.5997 0.5528 -1.4470 0.325
H -3.3841 -1.0332 -1.6559 0.382
N -1.2024 -2.5837 -0.9977 -0.630
H -1.8782 -3.1128 -1.5379 0.255
H -1.4463 -2.6969 -0.0072 0.275
F -0.0332 0.9844 -1.2171 -0.384
```

=====

Molecular formula: C3H7ClN2
Method: DFT, the ωB97M-V functional and the def2-TZVPD basis

The value obtained for the LUMO energy is 0.842 eV. The value obtained for the HOMO energy is -0.3463 Eh. The orbital gap is 10.3 eV.

The geometry in XYZ format:
```
13
Properties=species:S:1:pos:R:3:mulliken_charge:R:1
C 0.2778 0.6678 0.5266 -0.086
C -0.4260 -0.3679 -0.3172 -0.655
C 0.9861 -0.4127 -0.1509 0.058
H -0.7520 -0.0773 2.2565 0.281
H 0.4384 1.2159 2.4389 0.255
H 0.3329 1.4388 -0.2228 0.284
H -0.9707 -1.0330 0.2155 0.333
H -0.4307 -0.9520 -2.1469 0.373
H -1.2166 0.8110 -1.7681 0.313
H 1.2170 -1.5466 0.1463 0.245
N -0.2996 0.8505 1.8334 -0.580
N -1.3186 -0.2563 -1.4630 -0.650
Cl 2.1620 -0.3380 -1.3482 -0.171
```

=====

Molecular formula: C3H7ClNO
Method: DFT, the ωB97M-V functional and the def2-TZVPD basis

The value obtained for the LUMO energy is 3.789 eV. The value obtained for the HOMO energy is -0.1541 Eh. As for the net charge: -1. The orbital gap is 8.0 eV.

The geometry in XYZ format:
```
13
Properties=species:S:1:pos:R:3:mulliken_charge:R:1
C 0.8484 -0.4469 1.0609 -1.119
C -1.6669 -0.3349 0.1429 -1.004
C -0.1647 -0.0112 0.0762 0.605
N 0.1616 0.8681 -0.8743 0.387
O -0.6643 1.4843 -1.6315 -0.745
Cl 2.8482 0.4108 -1.9825 -0.829
H 0.5132 -1.0715 1.9460 0.276
H 1.6294 -0.9898 0.4911 0.281
H 1.5179 0.2717 1.5165 0.319
H -1.9631 0.5116 -0.5190 0.362
H -2.0937 -0.3575 1.1674 0.246
H -2.1637 -1.2693 -0.2827 0.202
H 1.1978 0.9347 -1.1111 0.021
```

=====

Molecular formula: C3H7ClNOPS
Method: DFT, the ωB97M-V functional and the def2-TZVPD basis

The value obtained for the LUMO energy (alpha / beta) is -0.896 / -1.106 eV. The value obtained for the HOMO energy (alpha / beta) is -0.3166 / -0.3303 Eh. The orbital gap (alpha / beta) is 7.7 / 7.9 eV.

The geometry in XYZ format:
```
15
Properties=species:S:1:pos:R:3:mulliken_charge:R:1
C -0.8894 0.4624 -0.5244 -0.736
C -0.4472 1.9049 -0.3559 -0.576
C -0.6840 -1.7842 0.3739 -0.781
N -0.6071 -0.4001 0.6004 -0.396
O 2.7524 0.2061 1.6954 -0.503
P 1.8750 0.1035 0.5639 0.723
S 1.4802 1.9253 -0.3190 -0.156
Cl 2.5398 -1.3200 -0.7960 -0.201
H -1.9310 0.4500 -0.5737 0.544
H -0.4614 0.0887 -1.4099 0.447
H -0.8082 2.7071 -1.0143 0.407
H -0.5420 2.0772 0.7018 0.320
H -0.8301 -2.0549 -0.6923 0.299
H 0.1728 -2.2862 0.7603 0.307
H -1.6197 -2.0798 0.9899 0.301
```

=====

Molecular formula: C3H7ClOS
Method: DFT, the ωB97M-V functional and the def2-TZVPD basis

The value obtained for the LUMO energy is 0.491 eV. The value obtained for the HOMO energy is -0.3636 Eh. As for the SMILES: C[C@@H](Cl)C=O.S. The orbital gap is 10.4 eV.

The geometry in XYZ format:
```
13
Properties=species:S:1:pos:R:3:mulliken_charge:R:1
C -1.1496 -1.3924 -0.2473 -1.527
C -0.5189 -0.0070 0.1493 0.606
Cl -1.3091 1.2630 -0.8574 -0.204
C -0.8001 0.5489 1.5045 -0.158
O -0.1554 1.4572 1.9785 -0.456
H -2.1976 -1.5465 -0.0667 0.384
H -1.1585 -1.4292 -1.2872 0.409
H -0.6541 -2.1484 0.1325 0.443
H 0.5888 -0.2638 -0.0462 0.128
H -1.6821 0.2129 2.0008 0.400
S 3.1900 0.6507 -1.2246 -0.342
H 3.5253 1.4269 -0.1966 0.178
H 2.3213 1.2276 -1.8397 0.139
```

=====

Molecular formula: C3H7ClS
Method: DFT, the ωB97M-V functional and the def2-TZVPD basis

The value obtained for the LUMO energy is 0.566 eV. The value obtained for the HOMO energy is -0.3273 Eh. As for the SMILES: CSCl.C=C. The orbital gap is 9.5 eV.

The geometry in XYZ format:
```
12
Properties=species:S:1:pos:R:3:mulliken_charge:R:1
C 2.1368 -1.0090 1.0204 -0.791
S 2.5841 0.4365 -0.0018 0.115
Cl 4.5639 0.2802 -0.1530 -0.213
H 2.2110 -1.9036 0.5027 0.315
H 2.7702 -0.9595 1.8600 0.343
H 1.1289 -0.8153 1.3595 0.225
C -1.6038 1.5691 -0.6107 -0.446
C -2.2042 0.5221 -0.0648 -0.321
H -2.0890 2.3051 -1.2267 0.211
H -0.5321 1.9316 -0.5469 0.130
H -1.6279 -0.0928 0.5395 0.211
H -3.2561 0.5351 -0.2691 0.221
```

=====

Result set for energy relative to the best compared isomer or geometry (same formula, charge and spin): 165.2 402.0 0.0 89.8 83.7 464.2 330.8 241.9 173.9 143.3 kJ/mol, one per record in the order listed.